# 1
A 2-piece molecular cluster, C22H27BrF3NO7S overall. Source: OMol25; level of theory: the ωB97M-V functional and the def2-TZVPD basis.

As for the total energy: -128084.876 eV. As for the spin multiplicity: 1. As for the HOMO-LUMO gap: 6.3 eV. Its total charge is 0. For the HOMO energy, the calculation gives -0.331 Eh. The value obtained for the LUMO energy is -2.699 eV.

Last column: Löwdin charge in e.
CARTESIAN COORDINATES (ANGSTROEM)
Br1 3.5299 -2.4694 -2.6481  0.570
S1 2.1825 1.1844 1.3954  0.888
F1 4.0752 0.3850 3.3419  0.026
F2 1.7023 -0.2412 3.8037  -0.007
F3 2.4600 2.0094 4.0285  -0.003
O1 -0.8741 2.4450 0.4818  0.003
O2 2.0097 2.7474 1.3909  -0.332
O3 -6.1165 1.4400 8.6324  -0.024
O4 -1.1760 -3.0015 -0.1640  -0.008
O5 3.3144 0.8778 0.3857  -0.340
O6 -4.1867 2.1004 7.3255  -0.041
O7 5.1521 -0.9452 -5.5938  -0.218
N1 4.8072 0.0178 -8.2970  0.031
C1 2.6490 0.7607 3.1990  -0.258
C2 -0.9265 -1.9305 0.5929  -0.158
C3 -5.4662 1.6928 7.3103  -0.260
C4 -4.8435 -1.0417 2.4296  -0.004
C5 -0.7995 1.2017 0.9620  -0.190
C6 3.7788 0.2947 -7.2824  -0.430
C7 -6.3629 1.4057 5.9681  -0.097
C8 -4.7876 0.5948 2.6126  -0.116
C9 -2.2390 -1.1869 1.2984  -0.021
C10 -5.8018 2.2059 4.6180  -0.189
C11 0.5397 -1.2393 0.8600  -0.034
C12 1.7397 -2.7912 -1.7259  -0.554
C13 2.0268 -3.3189 -0.2016  -0.275
C14 3.9042 1.7473 -6.8297  -0.077
C15 5.5958 0.0567 -4.6918  -0.123
C16 -6.1153 1.3686 3.2331  -0.181
C17 -3.4170 1.3618 2.1400  0.058
C18 3.8403 -0.7261 -6.1210  -0.216
C19 1.8734 -2.1858 0.9721  -0.139
C20 -2.1970 0.4719 1.5015  -0.009
C21 0.5608 0.2690 1.0328  -0.095
C22 -3.6037 -1.9539 1.7867  0.018
H1 1.7673 -2.7856 1.9988  0.148
H2 1.2563 -4.2035 0.0205  0.119
H3 3.0941 -3.8497 -0.2016  0.112
H4 1.0172 -1.8753 -1.8129  0.080
H5 1.2388 -3.6665 -2.3648  0.087
H6 4.7801 0.4539 -4.0800  0.085
H7 -5.8367 -1.5906 2.7834  0.097
H8 2.8900 -1.6112 1.0444  0.115
H9 -6.4887 0.2684 5.7016  0.126
H10 -3.3100 2.5270 2.2107  0.117
H11 -6.8829 0.5124 3.5293  0.106
H12 -7.4477 1.8313 6.1876  0.134
H13 2.7940 0.1894 -7.7552  0.134
H14 -6.6180 2.1019 2.4419  0.130
H15 -5.4735 1.7584 9.3396  0.126
H16 3.5633 2.4234 -7.6241  0.077
H17 6.0905 0.8592 -5.2412  0.072
H18 4.6507 -0.9170 -8.6736  0.070
H19 3.1400 -0.4665 -5.3184  0.102
H20 4.9339 2.0313 -6.5970  0.064
H21 3.2898 1.9392 -5.9450  0.078
H22 -6.4384 3.2124 4.5407  0.122
H23 -4.6709 2.5287 4.7307  0.119
H24 6.3404 -0.3903 -4.0272  0.087
H25 5.7026 -0.0654 -7.8058  0.072
H26 3.5151 -1.6989 -6.5109  0.120
H27 -3.7259 -3.1235 1.6808  0.106

Forces on atoms 1 to 2 (eV/Å):
-1.439 0.108 0.582
2.690 6.024 -5.022

# 2
C22H27Cl2INO2PdSi as an isolated structure. Source: OMol25; level of theory: the ωB97M-V functional and the def2-TZVPD basis.

As for the total energy: -73341.924 eV. As for the spin multiplicity: 1. As for the HOMO-LUMO gap: 6.2 eV. Its total charge is -1. For the HOMO energy, the calculation gives -0.133 Eh. The value obtained for the LUMO energy is 2.593 eV.

Last column: Löwdin charge in e.
CARTESIAN COORDINATES (ANGSTROEM)
I1 -1.6956 -4.6729 0.3821  0.655
Pd1 -0.8925 -1.7092 1.0708  0.624
Cl1 -5.6337 0.2260 2.5679  0.550
Cl2 -6.2087 -2.3719 1.3073  0.547
Si1 0.9988 0.4519 0.8263  0.569
O1 -3.4287 -1.4031 0.6121  -0.119
O2 -2.7773 -1.4739 2.7599  -0.085
N1 0.1850 -1.3105 -1.2058  -0.239
C1 3.7738 3.4913 1.7730  -0.100
C2 -0.2909 2.7369 -0.3134  -0.129
C3 4.9839 2.8103 1.7674  -0.114
C4 0.5845 -2.4817 -1.9834  -0.233
C5 -5.0823 -1.4717 2.3532  -0.987
C6 2.5876 1.4614 1.1260  -0.224
C7 3.8234 0.7977 1.1377  -0.103
C8 -0.1210 -3.6155 1.4096  -0.708
C9 -0.4049 1.6592 0.5742  -0.256
C10 -2.5784 3.3690 0.0902  -0.094
C11 5.0075 1.4573 1.4497  -0.104
C12 -1.0221 -0.9072 -3.3898  -0.187
C13 1.3249 -0.4669 -0.7950  -0.238
C14 -2.7144 2.3072 0.9729  -0.069
C15 -0.8944 -0.5443 -1.9085  -0.173
C16 0.3578 -1.0108 -4.0308  -0.198
C17 -3.6286 -1.4551 1.8430  -0.864
C18 -1.3621 3.5873 -0.5535  -0.098
C19 0.6084 -0.7249 2.1589  -0.271
C20 1.1668 -2.1380 -3.3600  -0.179
C21 2.5924 2.8222 1.4566  -0.096
C22 -1.6341 1.4641 1.2185  -0.079
H1 0.0952 -0.3280 3.0326  0.006
H2 0.6477 2.9085 -0.8352  0.103
H3 3.8634 -0.2643 0.9054  0.095
H4 -0.1674 -3.9490 2.4403  -0.053
H5 -0.6502 0.5165 -1.8374  0.099
H6 -0.2885 -3.1277 -2.0842  0.076
H7 -1.5616 -1.8537 -3.5044  0.112
H8 -5.1167 -1.9284 3.3291  0.047
H9 1.6558 3.3718 1.4741  0.091
H10 3.7470 4.5459 2.0262  0.094
H11 2.1794 -1.1263 -0.5908  0.083
H12 -1.7647 0.6331 1.9059  0.072
H13 0.8723 -0.0527 -3.8957  0.101
H14 5.9033 3.3284 2.0134  0.092
H15 2.2145 -1.8414 -3.2644  0.097
H16 -3.4195 4.0246 -0.1036  0.095
H17 1.4111 -1.4041 2.4416  -0.007
H18 -3.6618 2.1177 1.4627  0.072
H19 1.1535 -3.0449 -3.9725  0.103
H20 -1.2545 4.4135 -1.2478  0.093
H21 0.8039 -3.9127 0.9254  -0.061
H22 0.2835 -1.1750 -5.1073  0.097
H23 5.9469 0.9159 1.4510  0.094
H24 -1.6285 -0.1415 -3.8793  0.109
H25 1.3116 -3.0452 -1.3964  0.107
H26 1.6481 0.2209 -1.5960  0.088
H27 -1.8489 -0.6864 -1.4101  0.097

Forces on atoms 1 to 2 (eV/Å):
0.119 0.172 0.066
0.365 -1.138 0.822

# 3
A 2-piece molecular cluster, C22H27ClFN3S overall. Source: OMol25; level of theory: the ωB97M-V functional and the def2-TZVPD basis.

As for the total energy: -53781.177 eV. As for the spin multiplicity: 1. As for the HOMO-LUMO gap: 7.3 eV. Its total charge is +2. For the HOMO energy, the calculation gives -0.515 Eh. The value obtained for the LUMO energy is -6.727 eV.

Last column: Löwdin charge in e.
CARTESIAN COORDINATES (ANGSTROEM)
Cl1 -0.1745 -6.3881 -7.5772  0.701
S1 -5.4910 -5.6074 3.0930  1.227
F1 -4.5894 -6.2906 0.6572  -0.018
N1 -4.0308 -3.7320 2.1810  -0.068
N2 -1.0854 -5.2148 -5.3188  -0.277
N3 -1.5140 -5.3857 -2.8544  -0.164
C1 -5.3208 -3.1489 2.2851  -0.216
C2 -2.1520 -6.2978 -5.0431  -0.057
C3 -7.8352 -2.3025 3.0853  -0.029
C4 -0.8335 -4.9532 -6.7586  -0.495
C5 -2.4127 -8.3182 0.9685  -0.036
C6 -3.2236 -7.8888 3.1633  -0.061
C7 -0.0973 -5.6960 -3.0774  -0.136
C8 -2.9754 -7.4222 1.8740  -0.209
C9 -7.5365 -3.6571 3.0700  -0.051
C10 -3.4073 -6.0772 1.3684  -0.260
C11 -2.9844 -10.2030 2.4032  -0.043
C12 -6.2710 -4.0905 2.7013  -0.399
C13 -5.6301 -1.7863 2.2007  0.019
C14 0.2093 -5.5497 -4.5517  -0.068
C15 -2.3702 -6.3839 -3.5395  -0.134
C16 -3.9513 -5.0892 2.4362  -0.289
C17 -2.4602 -9.6996 1.2008  -0.058
C18 -6.9048 -1.3740 2.6258  -0.027
C19 -2.9726 -3.0536 1.4057  0.020
C20 -1.6363 -3.8966 -4.7896  -0.079
C21 -3.3443 -9.2637 3.3987  -0.043
C22 -1.9204 -4.0288 -3.2962  -0.127
H1 -8.2357 -4.3908 3.4177  0.119
H2 -3.3287 -2.9716 0.3809  0.109
H3 -0.0997 -4.1415 -6.8031  0.110
H4 -7.1219 -0.3063 2.6168  0.126
H5 -3.3573 -7.1694 3.9716  0.101
H6 -2.0647 -3.6565 1.4565  0.101
H7 -3.0084 -3.9215 -3.1117  0.133
H8 -3.6866 -9.6066 4.3744  0.116
H9 0.0535 -6.7356 -2.7386  0.136
H10 -8.7742 -1.9387 3.4858  0.128
H11 -2.1167 -7.3857 -3.1590  0.132
H12 -2.8061 -2.0628 1.8387  0.107
H13 -0.8853 -3.1224 -4.9973  0.143
H14 -1.7737 -7.2216 -5.4849  0.119
H15 -4.8405 -1.0858 1.9004  0.121
H16 -2.6338 -5.6171 0.6662  0.161
H17 -2.9854 -11.2902 2.6339  0.127
H18 -3.0586 -5.9826 -5.5755  0.145
H19 -1.3875 -3.2529 -2.7132  0.135
H20 -1.7877 -4.6803 -7.2161  0.110
H21 0.9062 -4.7244 -4.7327  0.145
H22 -2.5512 -3.6906 -5.3638  0.143
H23 -1.9552 -7.9672 0.0437  0.109
H24 0.5928 -6.4694 -4.9935  0.115
H25 -3.4220 -6.1827 -3.2755  0.134
H26 0.5185 -5.0365 -2.4428  0.139
H27 -2.0776 -10.4317 0.4854  0.113

Forces on atoms 1 to 2 (eV/Å):
-0.224 0.457 0.172
0.395 0.402 -0.341

# 4
One molecule with the formula C22H27ClN2O4. Source: OMol25; level of theory: the ωB97M-V functional and the def2-TZVPD basis.

As for the total energy: -46945.477 eV. As for the spin multiplicity: 1. As for the HOMO-LUMO gap: 9.8 eV. Its total charge is 0. For the HOMO energy, the calculation gives -0.338 Eh. The value obtained for the LUMO energy is 0.595 eV.

Last column: Löwdin charge in e.
CARTESIAN COORDINATES (ANGSTROEM)
Cl1 -3.2530 0.3675 5.1221  0.671
O1 2.1290 2.1299 -0.0583  0.091
O2 5.1065 -0.0042 -2.3285  0.021
O3 0.0733 -0.4062 1.1882  0.148
O4 -1.8717 -1.4595 0.8875  -0.009
N1 4.7087 -1.1223 -1.6728  0.116
N2 0.7871 0.8394 -1.3365  -0.028
C1 0.5740 0.0162 -2.5016  -0.127
C2 -0.3983 1.4684 -0.8030  -0.074
C3 -2.1973 2.5963 4.0215  -0.103
C4 -2.7390 -3.2111 2.2725  -0.055
C5 -2.6036 1.6783 1.4127  -0.210
C6 1.9979 1.2264 -0.8612  -0.404
C7 2.8519 -1.8581 -0.2498  -0.162
C8 -2.7688 1.1363 0.0200  -0.066
C9 -2.0413 2.9275 1.6450  -0.034
C10 -0.4869 -1.0491 -2.2296  -0.142
C11 -1.8394 3.3784 2.9376  -0.060
C12 -1.4833 0.4349 -0.4761  -0.324
C13 3.1705 0.4793 -1.3804  -0.045
C14 3.5660 -0.8627 -1.0956  -0.252
C15 4.2001 0.9681 -2.1418  -0.247
C16 -2.9895 0.9040 2.4992  -0.065
C17 -2.7787 1.3620 3.7873  -0.656
C18 -1.5213 -2.3742 1.9306  -0.208
C19 2.5848 -3.1551 -1.0121  -0.089
C20 -0.9841 -0.4993 0.6250  -0.461
C21 -1.7742 -0.3958 -1.7343  -0.120
C22 4.4223 2.2986 -2.7551  0.019
H1 -0.7983 2.1876 -1.5309  0.149
H2 -2.4734 -3.9435 3.0289  0.081
H3 -0.6760 -1.6113 -3.1456  0.121
H4 -2.1783 0.2608 -2.5088  0.130
H5 5.4881 2.5058 -2.8056  0.090
H6 -1.3936 4.3469 3.1048  0.109
H7 -3.5814 0.4082 0.0080  0.130
H8 0.2324 0.6566 -3.3293  0.135
H9 -3.1003 -3.7287 1.3877  0.079
H10 -2.5198 -1.1592 -1.5084  0.123
H11 3.9250 3.0558 -2.1546  0.088
H12 1.9565 -2.9742 -1.8822  0.062
H13 -3.5366 -2.5828 2.6597  0.069
H14 -0.0884 1.9997 0.0992  0.122
H15 1.5157 -0.4485 -2.7956  0.122
H16 -2.0332 2.9383 5.0310  0.104
H17 -3.4552 -0.0562 2.3417  0.106
H18 -0.1173 -1.7431 -1.4732  0.107
H19 -3.0146 1.9430 -0.6735  0.132
H20 2.0859 -3.8751 -0.3676  0.069
H21 -1.7636 3.5557 0.8124  0.116
H22 4.0178 2.3269 -3.7672  0.090
H23 -1.1707 -1.8014 2.7959  0.128
H24 3.5252 -3.5793 -1.3528  0.072
H25 1.9262 -1.4125 0.1176  0.088
H26 -0.6943 -3.0026 1.5807  0.129
H27 3.4806 -2.0810 0.6154  0.124

Forces on atoms 1 to 2 (eV/Å):
-0.056 -0.126 0.163
0.093 0.206 0.179